# 1
The following is a DFT calculation (ωB97M-V/def2-TZVPD) of a structure of composition C44H46AsFN3O3SbTc.

Frontier orbital gap (spin up / spin down) (eV): 7.02 / 3.76
Multiplicity: 4
Total charge: +4
Highest occupied orbital energy (spin up / spin down) (eV): -17.11 / -16.78
E_LUMO (spin up / spin down) (eV): -10.089 / -13.018
<S²>: 3.84

```
100
Properties=species:S:1:pos:R:3:forces:R:3
Tc -0.130 0.702 0.262 -0.250 0.679 -0.796
F 6.087 0.527 -2.478 -0.028 0.060 -0.126
C 5.785 0.311 -1.193 0.209 -0.061 0.185
C 4.488 0.442 -0.821 -0.101 -0.021 0.164
C 4.109 0.238 0.521 0.463 -0.107 0.019
C 2.760 0.358 0.956 -1.492 0.602 -1.292
O 1.843 0.742 0.083 1.830 -0.071 0.494
C 2.451 0.067 2.282 0.310 -0.199 0.600
C 3.492 -0.264 3.148 -0.299 0.103 -0.170
N 4.754 -0.351 2.769 0.304 -0.096 0.074
C 5.786 -0.661 3.766 -0.135 0.023 -0.126
C 5.484 -1.631 4.863 0.000 0.000 0.013
C 6.422 -2.020 3.761 0.048 0.018 0.018
C 5.115 -0.113 1.440 -0.109 0.019 -0.023
C 6.448 -0.233 1.038 0.004 0.034 -0.086
C 6.837 -0.016 -0.281 -0.252 0.020 -0.060
N 8.154 -0.129 -0.680 0.216 -0.055 -0.006
C 8.572 -0.109 -2.095 0.006 0.024 0.084
C 10.059 -0.431 -2.212 0.041 -0.082 0.025
N 10.417 -1.500 -1.218 -0.036 0.043 0.022
C 10.277 -0.993 0.206 0.064 -0.051 -0.079
C 9.257 0.142 0.240 -0.076 0.005 -0.076
C 1.098 0.012 2.881 -0.915 0.457 -0.944
O 0.877 -0.319 3.999 0.075 -0.188 0.569
O 0.017 0.344 2.069 0.843 -0.699 1.254
H 3.755 0.713 -1.568 -0.032 0.009 0.031
H 3.281 -0.463 4.189 -0.029 0.013 -0.010
H 6.393 0.206 3.992 0.005 -0.006 0.022
H 4.524 -2.127 4.879 0.004 0.020 -0.003
H 5.885 -1.398 5.839 0.004 -0.011 -0.007
H 6.054 -2.742 3.043 0.001 0.021 -0.005
H 7.481 -2.075 3.973 -0.005 -0.019 0.004
H 7.175 -0.535 1.773 0.014 -0.006 0.005
H 8.413 0.860 -2.570 0.005 0.005 0.000
H 7.997 -0.851 -2.648 0.002 0.008 -0.006
H 10.704 0.418 -1.997 -0.014 0.017 -0.006
H 10.293 -0.794 -3.210 -0.005 0.011 -0.007
H 11.370 -1.835 -1.379 0.003 0.022 0.000
H 9.806 -2.307 -1.359 -0.010 0.007 0.001
H 11.257 -0.649 0.529 -0.004 0.006 0.018
H 9.984 -1.845 0.815 -0.033 0.020 0.017
H 9.729 1.091 -0.027 0.028 0.002 0.004
H 8.908 0.258 1.259 -0.025 0.011 0.006
C 1.386 7.575 0.882 0.018 0.006 0.015
C 1.900 6.494 1.587 0.017 -0.022 0.014
C 1.379 5.222 1.394 -0.008 0.144 -0.076
C 0.339 5.080 0.486 -0.254 -0.196 -0.267
C -0.201 6.147 -0.231 0.390 0.353 0.269
C 0.347 7.407 -0.023 -0.113 0.005 -0.104
Sb -0.690 3.325 0.079 0.018 -1.510 0.789
C -0.373 2.631 -1.848 0.037 -0.062 -0.408
C 0.750 3.079 -2.559 -0.175 -0.132 -0.156
C 0.985 2.583 -3.828 0.042 -0.025 0.052
C 0.140 1.620 -4.379 -0.031 -0.069 -0.043
C -0.950 1.143 -3.668 0.165 -0.002 -0.045
C -1.213 1.645 -2.396 0.212 0.014 0.084
C -2.692 3.589 0.531 -0.216 0.350 -0.108
C -3.688 3.431 -0.433 0.020 0.113 0.195
C -5.007 3.684 -0.083 -0.077 -0.054 0.093
C -5.319 4.080 1.213 -0.033 -0.017 -0.041
C -4.319 4.243 2.164 -0.046 -0.041 0.044
C -2.994 4.000 1.831 -0.163 -0.050 -0.199
H 1.796 8.563 1.044 0.002 -0.007 0.003
H 2.704 6.642 2.295 -0.002 0.015 0.000
H 1.774 4.381 1.948 -0.030 -0.040 -0.010
H -1.025 6.031 -0.928 0.010 -0.040 0.030
H -0.049 8.255 -0.565 0.024 0.017 0.018
H 1.406 3.835 -2.142 -0.026 0.010 0.020
H 1.825 2.951 -4.403 -0.008 0.004 -0.005
H 0.331 1.249 -5.377 -0.006 0.014 0.005
H -1.609 0.409 -4.111 0.004 -0.002 -0.004
H -2.099 1.317 -1.871 -0.009 0.139 -0.043
H -3.449 3.165 -1.456 0.040 0.032 -0.019
H -5.789 3.592 -0.825 -0.009 0.002 0.003
H -6.349 4.277 1.479 0.012 0.028 -0.011
H -4.572 4.573 3.163 -0.002 -0.005 0.001
H -2.222 4.144 2.578 0.035 0.023 -0.032
C -3.837 -0.296 -0.886 -0.276 -0.515 0.318
As -2.474 -0.353 0.475 0.521 1.776 -0.288
C -3.341 0.180 2.106 -0.269 -0.542 -0.033
C -2.075 -2.269 0.692 -0.827 -1.220 0.562
C -3.275 -2.969 1.269 2.099 0.940 -1.067
C -4.289 -3.433 0.434 -2.041 -1.014 -0.604
C -5.396 -4.072 0.975 0.835 0.580 -1.964
C -5.494 -4.249 2.348 -0.720 -0.431 0.416
C -4.480 -3.799 3.182 1.857 0.873 0.630
C -3.372 -3.158 2.645 -0.976 -0.620 2.097
H -4.731 -0.718 -0.427 -0.191 0.071 -0.252
H -3.539 -0.909 -1.735 0.000 0.055 -0.072
H -4.043 0.722 -1.206 0.041 0.031 0.120
H -4.251 -0.415 2.178 -0.165 0.211 0.244
H -3.574 1.243 2.072 0.007 -0.015 -0.087
H -2.688 -0.038 2.948 0.057 0.093 0.013
H -1.208 -2.337 1.349 -0.102 0.091 0.086
H -1.803 -2.642 -0.297 -0.155 0.034 -0.049
H -4.204 -3.332 -0.642 -0.012 0.034 0.088
H -6.173 -4.449 0.322 -0.007 -0.007 0.002
H -6.355 -4.750 2.768 -0.071 -0.011 0.030
H -4.545 -3.957 4.250 -0.005 -0.007 -0.001
H -2.574 -2.825 3.299 -0.070 0.009 -0.050
```
Positions in Å, forces in eV/Å.

# 2
The following is a DFT calculation (ωB97M-V/def2-TZVPD) of a structure of composition C44H46BrN2OP2PbS.

Frontier orbital gap (eV): 4.68
Multiplicity: 1
Total charge: +3
Highest occupied orbital energy (eV): -14.58
E_LUMO (eV): -9.900

```
98
Properties=species:S:1:pos:R:3:forces:R:3
Pb 0.557 -0.562 -1.732 -0.640 -0.248 0.962
C -4.329 5.086 3.301 0.018 -0.027 -0.030
S -3.782 3.847 2.107 -0.010 0.043 0.016
C -2.475 4.784 1.270 -0.019 0.045 -0.061
C -1.752 3.895 0.256 -0.067 -0.020 0.119
C -0.967 2.817 0.992 -0.019 -0.114 -0.016
N -0.459 1.695 0.120 -0.118 -0.163 0.055
P 0.896 1.891 -0.814 0.296 0.005 -0.358
C 0.804 3.157 -2.044 -0.038 0.034 -0.108
C 1.254 4.448 -1.743 -0.044 0.011 -0.038
C 1.101 5.455 -2.681 0.039 -0.010 0.088
C 0.518 5.180 -3.910 -0.030 -0.001 -0.080
C 0.082 3.896 -4.219 0.000 0.005 0.034
C 0.223 2.886 -3.286 0.016 0.008 0.023
C 2.366 2.102 0.144 -0.032 0.006 0.060
C 2.382 1.826 1.514 0.058 -0.006 -0.023
C 3.554 2.003 2.229 -0.036 -0.008 0.022
C 4.710 2.419 1.577 0.033 -0.005 0.003
C 4.705 2.662 0.208 -0.023 -0.019 0.012
C 3.534 2.510 -0.513 0.016 0.035 -0.018
P -1.420 0.298 -0.119 0.240 0.232 -0.088
C -3.027 0.807 -0.683 -0.036 -0.029 -0.099
C -3.159 1.235 -2.011 -0.084 0.022 0.024
C -4.371 1.715 -2.466 0.046 -0.013 0.039
C -5.457 1.774 -1.596 -0.016 0.028 -0.062
C -5.330 1.362 -0.280 0.033 -0.022 0.069
C -4.117 0.874 0.185 -0.003 -0.002 -0.051
C -1.608 -0.599 1.408 -0.103 -0.042 -0.005
C -0.951 -0.250 2.583 0.053 -0.031 0.059
C -1.132 -1.019 3.724 0.024 0.018 -0.023
C -1.953 -2.137 3.685 0.003 -0.027 0.024
C -2.596 -2.499 2.508 0.006 0.018 -0.021
C -2.430 -1.730 1.367 0.012 0.025 0.038
H -5.129 4.635 3.883 -0.011 -0.015 0.001
H -4.718 5.963 2.790 0.000 0.007 -0.016
H -3.520 5.367 3.972 0.023 -0.007 0.000
H -1.774 5.167 2.015 0.018 0.016 0.011
H -2.911 5.640 0.755 -0.011 -0.017 0.017
H -1.090 4.508 -0.355 0.022 0.018 -0.003
H -2.483 3.438 -0.414 -0.004 -0.016 -0.003
H -1.605 2.344 1.742 0.015 0.079 0.017
H -0.111 3.243 1.519 -0.005 0.010 0.007
H 1.710 4.667 -0.786 0.014 0.002 0.017
H 1.443 6.455 -2.456 0.011 0.025 0.010
H 0.411 5.969 -4.640 -0.001 0.022 -0.019
H -0.352 3.689 -5.185 -0.016 -0.015 -0.040
H -0.102 1.881 -3.541 -0.019 -0.025 -0.002
H 1.489 1.479 2.012 -0.023 0.016 0.006
H 3.567 1.827 3.296 0.002 -0.005 0.015
H 5.623 2.559 2.140 0.020 0.007 0.023
H 5.608 2.982 -0.290 0.028 0.015 -0.022
H 3.527 2.721 -1.575 -0.004 -0.002 -0.009
H -2.313 1.207 -2.686 0.081 0.008 -0.052
H -4.478 2.043 -3.491 -0.001 0.007 -0.023
H -6.407 2.150 -1.951 -0.016 0.002 -0.004
H -6.173 1.428 0.393 -0.003 -0.001 0.008
H -4.024 0.572 1.219 0.021 -0.032 0.039
H -0.317 0.624 2.623 -0.008 0.025 0.001
H -0.645 -0.736 4.646 0.006 0.013 0.022
H -2.100 -2.726 4.581 -0.001 -0.014 0.010
H -3.239 -3.368 2.484 -0.018 -0.018 -0.005
H -2.948 -2.005 0.455 -0.024 0.004 -0.030
Br -1.946 -1.676 -3.178 0.047 0.169 -0.019
C -1.083 -3.364 -3.310 0.069 -0.116 0.013
C -1.814 -4.371 -3.867 0.122 -0.025 0.032
C -1.255 -5.658 -3.996 -0.023 0.030 0.006
C 0.024 -5.884 -3.588 -0.045 0.040 -0.011
C 0.808 -4.842 -3.035 -0.047 0.020 -0.031
C 2.156 -5.097 -2.688 -0.027 0.033 0.014
C 2.966 -4.116 -2.194 0.041 0.046 0.012
C 2.440 -2.828 -1.994 -0.026 -0.104 0.044
C 1.117 -2.585 -2.264 0.184 0.157 -0.513
C 0.251 -3.536 -2.859 0.028 -0.159 -0.011
H -2.821 -4.185 -4.213 -0.030 0.005 -0.007
H -1.846 -6.453 -4.428 -0.019 -0.007 -0.012
H 0.470 -6.864 -3.691 0.016 -0.026 -0.009
H 2.545 -6.092 -2.853 0.009 -0.035 -0.004
H 4.005 -4.312 -1.970 0.009 -0.002 0.000
H 3.093 -2.057 -1.604 0.007 0.032 0.006
O 1.524 -0.902 0.304 -0.003 0.102 -0.100
C 1.974 -1.862 1.016 0.024 -0.093 0.007
C 1.116 -3.061 1.304 0.014 0.061 0.003
C 1.347 -3.726 2.662 -0.087 0.006 0.014
C 2.526 -4.692 2.668 0.033 -0.015 0.020
C 3.762 -4.123 1.973 0.017 -0.019 -0.019
C 4.013 -2.660 2.298 0.019 0.047 0.010
N 3.194 -1.731 1.490 -0.007 0.051 0.028
H 1.271 -3.783 0.495 0.013 0.004 -0.072
H 0.088 -2.708 1.209 -0.028 0.001 0.008
H 0.436 -4.258 2.935 0.015 0.005 0.013
H 1.477 -2.950 3.421 -0.001 0.008 0.007
H 2.241 -5.627 2.183 0.006 -0.006 -0.007
H 2.771 -4.944 3.701 -0.005 -0.005 -0.001
H 3.685 -4.230 0.886 0.009 0.006 0.014
H 4.645 -4.688 2.269 -0.006 -0.017 -0.004
H 5.044 -2.390 2.071 -0.018 -0.029 0.019
H 3.845 -2.450 3.356 0.019 -0.018 0.006
H 3.627 -0.846 1.256 0.000 -0.005 0.001
```
Positions in Å, forces in eV/Å.

Per-record energy, a.u.: -4749.52006, -5735.92177